Computed, not measured: a structure of composition C30H55CrN2O2P2 at a distorted geometry, with ωB97M-V/def2-TZVPD.

Geometry as XYZ:
```
92
Properties=species:S:1:pos:R:3:mulliken_spin:R:1
C 2.1329 2.3184 0.4594 0.021
C -0.2416 2.1806 0.7580 0.188
C 2.1738 3.6197 0.9643 -0.002
C -0.1992 3.4826 1.2593 0.009
C 0.9887 4.1840 1.4418 0.017
H 3.0784 4.1618 0.8984 0.001
H -1.1839 3.9092 1.5735 -0.001
H 0.9967 5.2008 1.9232 0.000
N 1.0052 1.5802 0.6049 -0.194
P 3.2226 -0.1056 -0.0237 -0.146
P -2.5475 0.1280 0.7533 0.092
C 3.3595 1.7294 -0.2576 0.002
H 3.4731 1.9537 -1.3466 0.002
H 4.2669 2.1063 0.2457 -0.004
C -1.6075 1.7003 0.1730 0.147
H -2.2576 2.4906 0.5235 0.001
C -4.3029 0.7262 0.0484 0.021
C -2.8811 -1.0256 2.3935 -0.060
C 3.4191 -1.0743 -1.6796 0.001
C 4.4392 -0.4249 1.3722 0.011
C -4.5282 -0.2610 -1.1081 -0.004
H -4.7258 -1.2789 -0.7511 0.000
H -5.3685 0.0589 -1.7542 0.000
H -3.6044 -0.2990 -1.6974 0.004
C -5.4850 0.7111 1.0419 0.002
H -5.6998 -0.2762 1.4742 0.000
H -5.3060 1.4219 1.8680 0.000
H -6.4192 1.0516 0.5358 0.000
C -4.3180 2.1643 -0.5800 0.005
H -5.0680 2.2297 -1.3894 0.001
H -4.5246 2.9777 0.1390 0.000
H -3.3339 2.3384 -1.0263 -0.004
C -3.8710 -2.1720 2.0404 -0.002
H -3.3594 -2.8756 1.3676 0.001
H -4.1519 -2.7482 2.9386 0.001
H -4.7991 -1.8661 1.5461 -0.001
C -1.6520 -1.7398 2.9594 0.060
H -1.2815 -2.4927 2.2577 -0.011
H -0.8462 -1.0534 3.2345 -0.006
H -1.9271 -2.2827 3.8883 -0.003
C -3.3257 -0.0369 3.4820 0.004
H -4.2680 0.4648 3.2406 -0.001
H -3.4671 -0.5078 4.4755 0.000
H -2.5561 0.7365 3.5921 -0.002
C 4.5101 -1.9452 1.5641 0.009
H 5.2376 -2.1366 2.3630 0.001
H 3.5503 -2.3719 1.8751 -0.013
H 4.8486 -2.4690 0.6580 -0.001
C 3.8448 0.2691 2.5873 0.004
H 3.7187 1.3426 2.4456 0.003
H 2.8866 -0.1508 2.8837 0.003
H 4.5310 0.1372 3.4199 0.000
C 5.8286 0.1472 1.0549 0.001
H 6.5069 -0.2219 1.8367 -0.001
H 6.2044 -0.1858 0.0777 -0.001
H 5.8455 1.2425 1.0883 0.001
C 2.8030 -0.1908 -2.7872 0.014
H 3.4736 0.6453 -3.0686 0.001
H 2.6449 -0.8454 -3.6639 -0.003
H 1.8064 0.2011 -2.4743 0.000
C 2.5255 -2.3227 -1.4713 0.007
H 1.4542 -2.0467 -1.2179 0.007
H 2.5294 -2.8436 -2.4356 0.003
H 2.9108 -2.9910 -0.6830 -0.010
C 4.8954 -1.3632 -1.9701 0.004
H 5.4659 -0.4239 -2.1042 0.001
H 5.3702 -1.9854 -1.1970 0.001
H 4.8873 -1.9154 -2.9215 0.000
Cr 0.9646 -0.3851 0.1151 3.752
C 1.1618 -1.5889 1.5349 -0.115
O 1.2932 -2.3578 2.4120 0.230
N -0.4946 0.0784 -1.0232 -0.131
C -1.3193 1.0782 -1.1344 0.055
C -1.5834 1.4718 -2.7076 0.002
C -2.6387 2.4660 -3.1568 0.000
C -0.2418 2.0408 -3.2304 0.014
C -1.8927 0.1268 -3.4499 0.005
H -3.6545 2.1575 -2.9827 0.001
H -2.5326 3.4286 -2.6763 -0.001
H -2.5719 2.6038 -4.2484 -0.001
H 0.5290 1.2355 -3.2741 -0.002
H -0.3719 2.5912 -4.2018 0.001
H 0.1658 2.7218 -2.4665 -0.001
H -1.7344 0.2101 -4.5562 0.001
H -1.2838 -0.6784 -2.9726 -0.003
H -2.9303 -0.1947 -3.2325 0.001
C -0.2047 -4.7934 0.4850 0.006
O -1.1065 -3.7598 0.0416 0.010
H -0.1983 -4.7523 1.5842 0.000
H 0.8221 -4.5950 0.1207 -0.002
H -0.5266 -5.8018 0.1541 0.000
H -1.3786 -3.9849 -0.8540 0.001
```

- LUMO (alpha / beta): -0.10959 / -0.13445 Ha
- Spin multiplicity: 5
- Total energy: -86065.556 eV
- Net charge: +1



Computed, not measured: a cluster of 11 separate species, C30H56Br14N4 in total at a distorted geometry, with ωB97M-V/def2-TZVPD.

Geometry as XYZ:
```
104
Properties=species:S:1:pos:R:3:lowdin_charge:R:1
C -6.5015 15.0128 8.8251 -0.112
C -7.8654 14.4435 8.4554 -0.263
C -7.9915 14.3191 6.9311 -0.192
C -9.4127 14.3028 6.5453 -0.224
N -10.5276 14.3041 6.1762 0.129
H -6.4297 15.0699 9.9112 0.071
H -6.4040 16.0041 8.3824 0.073
H -5.6160 14.4521 8.5255 0.074
H -8.6889 15.0999 8.7367 0.105
H -8.0674 13.5327 9.0191 0.112
H -7.6503 13.3136 6.6847 0.117
H -7.3896 15.0300 6.3651 0.118
C -10.6627 9.0644 3.4983 -0.090
C -10.9179 9.8689 2.1910 -0.264
C -9.5975 10.1092 1.4654 -0.187
C -8.7454 11.1598 2.1560 -0.200
N -8.0949 11.9827 2.6667 0.122
H -11.6275 9.1959 3.9880 0.067
H -9.8662 9.4074 4.1586 0.074
H -10.5066 8.0500 3.1310 0.068
H -11.4614 10.7859 2.4189 0.105
H -11.6174 9.3601 1.5277 0.101
H -9.7994 10.2948 0.4105 0.110
H -8.9496 9.2338 1.4226 0.108
C -5.2351 6.0986 4.6166 -0.113
C -5.9223 5.3538 5.7651 -0.256
C -4.9013 4.7213 6.7712 -0.176
C -5.6606 3.9025 7.7833 -0.218
N -6.3029 3.2496 8.5152 0.121
H -5.9825 6.4873 3.9249 0.069
H -4.4645 5.4927 4.1400 0.074
H -4.7923 6.9961 5.0484 0.070
H -6.4580 4.4985 5.3534 0.102
H -6.7042 5.9955 6.1713 0.111
H -4.3168 5.4288 7.3592 0.108
H -4.1271 4.1333 6.2784 0.112
C -8.3040 7.1629 -3.6723 -0.100
C -7.3325 7.5748 -4.8497 -0.209
C -6.6584 8.9962 -4.6045 -0.175
C -7.5764 10.0496 -4.1454 -0.243
N -8.2010 10.9757 -3.7768 0.129
H -9.3494 7.4348 -3.8181 0.069
H -7.9263 7.5895 -2.7431 0.064
H -8.2685 6.0888 -3.4900 0.062
H -7.8102 7.4512 -5.8217 0.095
H -6.5163 6.8528 -4.8738 0.092
H -6.0468 9.5208 -5.3386 0.113
H -6.0049 8.7943 -3.7558 0.108
Br -12.0347 14.1191 -0.2963 0.602
C -11.3945 15.9496 -0.4562 -0.710
C -10.6473 16.3498 0.7937 -0.675
Br -10.3050 18.3060 0.8115 0.571
H -12.2549 16.6161 -0.5161 0.049
H -10.7698 15.9892 -1.3485 0.059
H -9.6234 15.9784 0.8360 0.046
H -11.2626 16.0444 1.6400 0.052
Br -3.6757 17.4508 4.9503 0.617
C -4.1287 16.4327 3.3453 -0.711
C -4.9418 17.3379 2.4747 -0.642
Br -5.3571 16.3898 0.7088 0.518
H -4.6483 15.4997 3.5636 0.061
H -3.1577 16.1707 2.9249 0.049
H -4.3786 18.2285 2.1957 0.049
H -5.8654 17.6449 2.9656 0.057
Br -12.7612 12.2056 9.8170 0.557
C -13.2343 10.6925 8.6290 -0.636
C -12.4483 9.3810 9.1404 -0.680
Br -13.1453 7.7776 8.2940 0.586
H -13.0114 11.0123 7.6111 0.045
H -14.3243 10.6860 8.6197 0.040
H -12.5873 9.2520 10.2138 0.037
H -11.3880 9.3564 8.8886 0.043
Br -16.5673 11.6874 4.3623 0.584
C -15.8629 13.3790 3.6624 -0.665
C -16.8120 13.8441 2.5098 -0.736
Br -16.6364 15.7239 2.2172 0.632
H -14.9124 13.2094 3.1567 0.054
H -15.7923 14.0676 4.5044 0.047
H -17.8488 13.6734 2.7996 0.034
H -16.5706 13.4138 1.5378 0.049
Br -1.1309 13.8169 -0.3394 0.582
C -2.4085 12.3634 -0.7817 -0.672
C -2.7353 11.5224 0.4513 -0.630
Br -4.1757 10.1255 0.0593 0.507
H -2.0282 11.6588 -1.5214 0.059
H -3.3596 12.8162 -1.0620 0.049
H -3.1294 12.0263 1.3338 0.047
H -1.8177 10.9981 0.7183 0.050
Br -15.3863 8.7612 -3.6803 0.537
C -15.1721 8.0401 -1.8105 -0.632
C -16.4787 8.1734 -1.0625 -0.651
Br -17.3410 9.9758 -1.2519 0.529
H -14.3175 8.5529 -1.3693 0.050
H -14.8659 6.9967 -1.8859 0.057
H -16.5239 7.9127 -0.0051 0.058
H -17.0769 7.4310 -1.5906 0.051
Br -10.6559 1.4902 1.8268 0.543
C -11.5853 3.1988 1.3377 -0.646
C -10.7016 3.9219 0.3470 -0.663
Br -8.9282 4.3503 1.1772 0.525
H -11.8543 3.7295 2.2510 0.060
H -12.5716 2.9960 0.9202 0.061
H -11.2104 4.8652 0.1482 0.052
H -10.5529 3.4792 -0.6379 0.062
```

- LUMO: -0.01316 Ha
- Spin multiplicity: 1
- Total energy: -1018570.633 eV
- Net charge: 0



Computed, not measured: a cluster of 8 separate species, C30H56F9N7O12S2 in total at a distorted geometry, with ωB97M-V/def2-TZVPD.

Geometry as XYZ:
```
116
Properties=species:S:1:pos:R:3:lowdin_charge:R:1
C 5.3214 4.7057 2.0555 -0.122
S 3.8235 4.0557 1.2650 0.669
O 4.2201 3.1190 0.2395 -0.304
O 3.0945 3.3813 2.3152 -0.300
C 2.9203 5.4660 0.6027 -0.094
C 1.9420 5.4019 -0.3127 -0.045
C 1.2890 4.2620 -1.0645 -0.070
C 1.0201 2.9548 -0.2763 -0.050
C -0.0768 3.0566 0.8248 -0.420
F -0.0498 1.8166 1.4133 0.106
F 0.3383 3.9096 1.7835 0.116
C -1.5439 3.2422 0.3030 -0.419
F -1.5831 2.9218 -0.9929 0.133
F -2.3279 2.3211 0.8862 0.105
S -2.3750 4.9159 0.5263 0.843
F -2.6600 4.9934 -1.0644 -0.148
F -1.0454 5.7546 0.2704 -0.124
F -2.2103 4.9335 2.1199 -0.135
F -3.7988 4.1634 0.6901 -0.153
F -3.1697 6.2951 0.6669 -0.124
C 1.6073 6.8941 -0.5236 -0.397
O 0.7465 7.3640 -1.1442 0.216
O 2.5196 7.7340 0.1068 0.159
C 3.1876 6.9010 1.0102 -0.410
O 3.7749 7.3626 1.9016 0.203
H 5.9815 5.0453 1.2405 0.079
H 5.0928 5.4856 2.7982 0.070
H 5.7968 3.8769 2.6095 0.084
H 0.3448 4.6302 -1.5115 0.124
H 1.9270 4.0041 -1.9352 0.156
H 0.7572 2.1803 -1.0199 0.144
H 1.8990 2.5481 0.2522 0.105
C 6.4281 0.0289 -3.9506 -0.020
C 5.9902 1.3606 -3.3999 -0.548
O 5.2100 2.0868 -3.9992 0.021
N 6.4852 1.7486 -2.1937 0.004
C 7.4091 1.0444 -1.3290 -0.079
H 5.9441 -0.1355 -4.9075 0.070
H 7.5102 0.0154 -4.1007 0.085
H 6.1310 -0.7709 -3.2722 0.077
H 6.1391 2.6474 -1.8937 0.123
H 6.9265 0.8735 -0.3642 0.080
H 8.2922 1.6683 -1.1738 0.080
H 7.7129 0.0920 -1.7522 0.073
C 4.8680 -4.0992 -4.4920 -0.009
C 3.9679 -2.9237 -4.2046 -0.548
O 4.1513 -1.8228 -4.7175 0.001
N 2.9343 -3.1102 -3.3527 0.021
C 2.5482 -4.3252 -2.6473 -0.070
H 5.6443 -3.7911 -5.1884 0.081
H 5.3436 -4.4452 -3.5730 0.083
H 4.2971 -4.9106 -4.9454 0.084
H 2.3797 -2.2777 -3.2098 0.128
H 1.5326 -4.5870 -2.9315 0.055
H 2.5724 -4.1200 -1.5751 0.089
H 3.2114 -5.1551 -2.8725 0.073
C -1.6788 0.1240 -5.2159 -0.014
C -0.3893 -0.4118 -4.6449 -0.557
O -0.2920 -0.7562 -3.4725 0.011
N 0.6791 -0.5055 -5.4718 0.016
C 0.7667 -0.1529 -6.8752 -0.070
H -2.4349 0.1377 -4.4350 0.079
H -1.5372 1.1429 -5.5797 0.083
H -2.0288 -0.5167 -6.0265 0.084
H 1.5053 -0.8721 -5.0181 0.119
H 1.0533 -1.0401 -7.4425 0.084
H 1.5409 0.6061 -6.9979 0.087
H -0.1754 0.2289 -7.2567 0.071
C -5.4707 -0.8293 3.0587 -0.012
C -4.5638 -0.5336 4.2277 -0.556
O -4.3235 -1.3653 5.0877 0.029
N -4.0097 0.7072 4.3003 0.014
C -4.1740 1.8199 3.3827 -0.068
H -5.8322 -1.8512 3.1399 0.079
H -6.3294 -0.1560 3.0654 0.084
H -4.9237 -0.7277 2.1197 0.083
H -3.4160 0.8336 5.1057 0.139
H -3.1936 2.0949 2.9969 0.070
H -4.5891 2.6647 3.9339 0.064
H -4.8330 1.5701 2.5571 0.081
C 1.1296 -8.3468 -2.0786 -0.003
C 0.2277 -7.1751 -1.7834 -0.526
O 0.4014 -6.0766 -2.2945 0.009
N -0.8016 -7.3696 -0.9205 0.013
C -1.1723 -8.5853 -0.2174 -0.068
H 1.8991 -8.0354 -2.7806 0.081
H 1.6137 -8.6917 -1.1637 0.087
H 0.5585 -9.1601 -2.5285 0.086
H -1.3594 -6.5425 -0.7721 0.123
H -2.1917 -8.8512 -0.5010 0.088
H -1.1418 -8.3893 0.8554 0.077
H -0.5063 -9.4095 -0.4516 0.075
C -3.7512 4.3663 7.9249 -0.011
C -4.0844 5.7615 7.4572 -0.554
O -4.3846 6.6514 8.2353 0.032
N -4.0411 6.0085 6.1186 0.007
C -3.7096 5.0912 5.0461 -0.085
H -3.8291 4.3268 9.0081 0.083
H -4.4534 3.6464 7.5004 0.082
H -2.7304 4.1050 7.6406 0.084
H -4.2748 6.9599 5.8792 0.141
H -2.8478 5.4863 4.5061 0.075
H -4.5611 5.0380 4.3641 0.084
H -3.4760 4.0961 5.4115 0.062
C -5.8203 -7.1855 2.2021 -0.010
C -4.3343 -7.4080 2.3300 -0.555
O -3.8701 -8.3633 2.9305 0.030
N -3.5034 -6.4998 1.7473 0.003
C -3.8553 -5.3089 0.9959 -0.070
H -6.3446 -7.9876 2.7147 0.084
H -6.1021 -6.2371 2.6623 0.085
H -6.1156 -7.1934 1.1515 0.084
H -2.5267 -6.7146 1.8757 0.123
H -3.4341 -5.3869 -0.0089 0.073
H -3.4197 -4.4393 1.4910 0.086
H -4.9304 -5.1795 0.9237 0.074
```

- LUMO: -0.05867 Ha
- Spin multiplicity: 1
- Total energy: -113146.196 eV
- Net charge: 0



Computed, not measured: a structure of composition C30H56N20PSi2Sn, with ωB97M-V/def2-TZVPD.

Geometry as XYZ:
```
110
Properties=species:S:1:pos:R:3:lowdin_charge:R:1
Sn -0.0130 -1.7061 -0.2104 1.042
N 2.8717 -2.6353 2.3728 0.145
C 3.2369 -2.4411 1.0856 -0.468
N 4.5384 -2.5326 0.7445 0.011
N 4.6636 -2.2447 -0.5386 0.018
N 3.2788 -1.8904 -0.9901 -0.188
N 2.4008 -2.1248 0.1085 -0.017
C 1.5669 -2.7216 2.8533 -0.507
N 1.2961 -2.9697 4.1224 0.018
N -0.0514 -3.0144 4.1520 -0.111
N -0.5328 -2.8053 2.9699 -0.104
N 0.4833 -2.6144 2.1029 -0.106
H 3.6059 -2.9071 3.0044 0.139
C -4.0740 -1.6807 -0.1087 -0.179
Si -3.5639 -2.2931 -1.8037 0.340
C -3.0491 -4.0985 -1.6814 -0.192
C -5.1052 -2.2924 -2.8967 -0.204
N -2.1797 -1.4210 -2.2999 -0.053
C -1.8880 -0.6254 -3.2951 -0.316
C -2.8687 -0.1492 -4.2388 -0.054
C -2.5638 0.6405 -5.3051 -0.124
C -1.2211 1.0234 -5.5239 -0.117
C -0.2452 0.6174 -4.6588 -0.082
C -0.4865 -0.1950 -3.5003 -0.313
N 0.4804 -0.5493 -2.6534 -0.082
Si 2.0948 -0.0325 -2.9217 0.400
C 2.3596 1.8297 -2.9512 -0.157
C 3.1989 -0.4722 -1.4476 -0.183
C 2.9238 -0.8595 -4.3956 -0.163
H -5.0758 -2.0230 0.1630 0.026
H -4.0650 -0.5881 -0.0810 0.021
H -3.3754 -2.0410 0.6513 0.013
H -3.7274 -4.6766 -1.0491 0.027
H -2.0452 -4.1537 -1.2553 -0.022
H -3.0421 -4.5490 -2.6801 0.025
H -5.8055 -3.0315 -2.4947 0.023
H -4.8738 -2.5767 -3.9259 0.024
H -5.6166 -1.3278 -2.9174 0.021
H -3.8945 -0.4443 -4.0683 0.068
H -3.3428 0.9712 -5.9817 0.089
H -0.9628 1.6416 -6.3755 0.090
H 0.7708 0.9313 -4.8616 0.056
H 1.8590 2.2691 -2.0840 0.019
H 1.9613 2.3119 -3.8443 0.021
H 3.4254 2.0662 -2.8864 0.030
H 2.8526 0.0832 -0.5797 0.044
H 4.2237 -0.1720 -1.6746 0.086
H 3.0279 -2.5750 -1.7214 0.082
H 2.4800 -0.5720 -5.3494 0.021
H 2.8350 -1.9463 -4.3130 0.019
H 3.9875 -0.6078 -4.4230 0.028
N -0.0769 -6.5481 -2.4462 0.140
N 1.1250 -5.8755 -2.2674 -0.293
N 2.2455 -6.4972 -1.9861 0.118
C 3.0943 -5.4734 -1.9648 -0.195
N 2.4878 -4.3138 -2.2310 0.007
N 1.2164 -4.5944 -2.4269 0.090
H -0.0801 -7.3062 -1.7725 0.096
H -0.8119 -5.8815 -2.2167 0.073
H 4.1390 -5.5662 -1.7272 0.105
N 0.2448 0.2138 0.3620 -0.367
P 0.0495 1.2877 1.4294 0.555
N -0.5434 2.7091 0.6936 -0.193
C -1.2682 2.5088 -0.5667 -0.238
C -2.3762 3.5588 -0.6852 -0.176
C -1.9194 4.8838 -0.0578 -0.203
C -0.4070 5.0027 -0.1976 -0.188
C 0.2828 3.9121 0.6366 -0.220
N 1.4126 1.7336 2.2911 -0.197
C 2.6586 0.9885 2.0687 -0.204
C 3.7635 1.4886 2.9889 -0.184
C 3.8510 3.0070 2.9073 -0.191
C 2.5393 3.6560 3.3885 -0.174
C 1.3940 2.6391 3.4306 -0.233
N -1.0333 1.0069 2.6721 -0.204
C -2.4524 0.8873 2.3855 -0.212
C -3.2541 1.5675 3.4898 -0.184
C -2.8975 0.9708 4.8522 -0.206
C -1.3843 0.9877 5.0784 -0.183
C -0.6843 0.3117 3.9050 -0.218
H -1.6648 1.4968 -0.6113 0.086
H -0.5768 2.5735 -1.4184 0.109
H -3.2849 3.2040 -0.1919 0.098
H -2.6172 3.7009 -1.7424 0.108
H -2.1764 4.8976 1.0049 0.106
H -2.4263 5.7325 -0.5226 0.100
H -0.0468 5.9813 0.1280 0.105
H -0.1351 4.9037 -1.2523 0.108
H 0.4236 4.2943 1.6473 0.085
H 1.2820 3.7046 0.2232 0.112
H 2.9857 1.1413 1.0389 0.092
H 2.4996 -0.0842 2.2055 0.089
H 4.7004 1.0237 2.6758 0.114
H 3.5848 1.1696 4.0198 0.114
H 4.0384 3.2799 1.8644 0.107
H 4.6983 3.3808 3.4857 0.101
H 2.2829 4.4963 2.7419 0.089
H 2.6616 4.0612 4.3969 0.106
H 0.4269 3.1411 3.4582 0.106
H 1.4646 2.0778 4.3717 0.107
H -2.7253 -0.1770 2.3330 0.115
H -2.6775 1.3300 1.4153 0.092
H -4.3249 1.4630 3.2934 0.106
H -3.0142 2.6360 3.4781 0.110
H -3.2426 -0.0686 4.8835 0.114
H -3.4151 1.5042 5.6538 0.101
H -1.1292 0.4769 6.0104 0.110
H -1.0356 2.0229 5.1564 0.099
H -1.0214 -0.7335 3.8458 0.082
H 0.3965 0.2798 4.0305 0.101
```

- LUMO (alpha / beta): 0.07150 / 0.09499 Ha
- Spin multiplicity: 1
- Total energy: -92697.588 eV
- Net charge: -1



| no. | M (g/mol) |
| --- | --- |
| 1 | 589.7 |
| 2 | 1591.5 |
| 3 | 941.9 |
| 4 | 902.8 |